C12H23N2O2P2V | the ωB97M-V functional and the def2-TZVPD basis

Properties
E_HOMO (alpha / beta), eV: -16.37 / -16.36
Electronic energy, Ha: -2357.1630
Frontier orbital gap (alpha / beta), eV: 7.500 / 8.388
Energy relative to the best compared isomer or geometry (same formula, charge and spin), kJ/mol: 0.00

```
! wB97M-V def2-TZVPD RIJCOSX def2/J DEFGRID3
* xyz 2 3
V -0.2659 -0.1019 -0.1408
P 0.3642 -0.5252 -2.2628
C -0.6930 0.7484 -3.0950
C -1.8583 1.2233 -2.2337
N -1.6909 1.0959 -0.8971
C -2.5526 1.7177 -0.0502
C -3.6735 2.4052 -0.5133
C -3.8875 2.5029 -1.8864
C -2.9589 1.9135 -2.7447
C -2.2473 1.5771 1.4448
P -0.4669 1.5124 1.8780
H -3.0159 2.0049 -3.8257
H -4.3524 2.8479 0.2221
H -4.7382 3.0506 -2.2814
H -2.6330 2.4567 1.9844
H -2.6811 0.6396 1.8712
H -0.0367 1.5900 -3.2265
H -1.0429 0.4621 -4.1135
H 0.9148 3.0339 -1.9885
O 0.6614 3.5416 -2.7199
H 1.3221 3.4427 -3.4383
H 1.1312 1.8658 0.6122
O 1.4533 1.8573 -0.2807
H 2.3081 2.2661 -0.0691
C -0.0065 3.2547 2.1888
H -0.8033 3.7686 2.7519
H 0.9429 3.3099 2.7509
H 0.1255 3.7579 1.2133
C -0.1944 0.5754 3.3975
H 0.8826 0.4031 3.5253
H -0.6013 1.1412 4.2424
H -0.7033 -0.3890 3.2848
C -0.2209 -2.0829 -2.9310
H -0.3074 -2.0406 -4.0210
H 0.5095 -2.8301 -2.6053
H -1.1873 -2.3008 -2.4674
C 2.0343 -0.2497 -2.9067
H 2.6324 -1.1164 -2.6086
H 2.0643 -0.1407 -3.9943
H 2.4702 0.6344 -2.4323
N -1.9428 -2.5123 0.6571
C -1.2627 -1.6056 0.3572
*
```